# C9H11NO3S

The molecule C9H11NO3S at a distorted geometry (ωB97M-V/def2-TZVPD, OMol25).

## Properties
HOMO level   -8.845 eV
Structure (SMILES)   C[C@](O)(SCc1ccccc1)[N+](=O)[O-]
Molar mass   213.3 g mol⁻¹
Gap between HOMO and LUMO   8.3945 eV
Relative energy (zero: lowest compared OMol25 entry of this formula, charge and spin)   467.9 kJ/mol
F_max   4.2 eV Å⁻¹

CARTESIAN COORDINATES (ANGSTROEM)
C -1.93759 2.01342 2.23894
C -0.92470 0.87140 2.28319
O 0.36003 1.22152 2.39812
S -1.09647 -0.21792 0.70930
C -0.05882 0.73794 -0.55941
C 0.51743 -0.21208 -1.44919
C 1.67435 -0.85164 -1.02910
C 2.26388 -1.73183 -1.92693
C 1.76610 -2.07785 -3.12666
C 0.49715 -1.50219 -3.47882
C -0.02871 -0.56832 -2.69131
N -1.26550 -0.03449 3.38922
O -2.43077 -0.37594 3.38888
O -0.33305 -0.41693 4.08403
H -1.40639 2.82688 1.65088
H -2.81660 1.85035 1.57312
H -2.36247 2.49151 3.17263
H 0.78431 0.62596 3.13690
H 0.65973 1.25572 0.05026
H -0.63738 1.54997 -0.91316
H 2.18920 -0.61923 -0.18020
H 3.26957 -2.06708 -1.66366
H 2.06464 -2.90311 -3.74951
H 0.15416 -1.92148 -4.34334
H -0.90212 0.05540 -2.96417

These are the Löwdin partial charges, in e, on atoms 1 to 2: atom 1 (C): -0.0540, atom 2 (C): -0.7604

=====

# C5H7Cl2N

The molecule C5H7Cl2N at a distorted geometry (ωB97M-V/def2-TZVPD, OMol25).

## Properties
HOMO level (alpha / beta)   -7.865 / -7.659 eV
Molar mass   152.0 g mol⁻¹
Gap between HOMO and LUMO (alpha / beta)   7.7330 / 7.3542 eV
Relative energy (zero: lowest compared OMol25 entry of this formula, charge and spin)   356.3 kJ/mol
F_max   4.2 eV Å⁻¹

CARTESIAN COORDINATES (ANGSTROEM)
C 0.91579 -0.98138 -0.04786
C -0.40562 0.63931 0.73730
C -1.39706 -0.34614 -0.05973
C 1.55149 -2.04650 -0.77457
C -0.32747 2.12354 0.38787
N 0.89394 0.09055 0.57194
Cl -1.98906 0.39216 -1.63666
Cl -2.82092 -0.84953 0.92225
H -0.76790 0.73564 1.85067
H 1.07057 -3.03432 -0.57385
H 2.53896 -2.13819 -0.32835
H 1.69393 -1.82748 -1.88732
H 0.37728 2.69344 0.89218
H -1.33534 2.47265 0.66348
H 0.00141 2.07625 -0.71734

These are the Löwdin partial charges, in e, on atoms 1 to 2: atom 1 (C): -0.0587, atom 2 (C): -0.5263

=====

# C4H16N2O2

A cluster of 4 separate species, C4H16N2O2 in total at a distorted geometry (ωB97M-V/def2-TZVPD, OMol25).

## Properties
Total charge   +1
HOMO level (alpha / beta)   -14.398 / -14.238 eV
Molar mass   124.2 g mol⁻¹
Gap between HOMO and LUMO (alpha / beta)   8.5854 / 6.3364 eV
Spin multiplicity   2
Relative energy (zero: lowest compared OMol25 entry of this formula, charge and spin)   812.5 kJ/mol
F_max   5.6 eV Å⁻¹

CARTESIAN COORDINATES (ANGSTROEM)
C 1.25217 1.32698 -1.83340
C 1.33289 -0.25613 -1.55116
C 1.13079 -0.63653 -0.11165
N -0.39310 -0.59706 0.16239
C -0.69595 -0.74157 1.56475
N -2.08724 -0.42265 1.78254
H 1.78963 1.91331 -1.14716
H 0.26196 1.66031 -1.77342
H 1.63963 1.61095 -2.87049
H 0.61905 -0.84129 -2.08485
H 2.29575 -0.62952 -2.02296
H 1.59712 -0.04614 0.63402
H 1.52195 -1.65808 -0.01291
H -1.05968 2.01827 2.15161
H -0.60366 -1.76531 1.84748
H -0.08194 -0.04959 2.16683
H -2.13236 0.48871 1.26161
H -2.26094 -0.20882 2.75030
H -0.66360 3.97531 0.98176
H -0.08285 2.74356 1.31699
O 0.06961 3.49686 0.53062
H -0.77051 -1.56255 -0.32638
H -0.69044 -3.72265 -1.15389
O -0.33663 -2.86498 -0.99866

These are the Löwdin partial charges, in e, on atoms 1 to 2: atom 1 (C): -0.0589, atom 2 (C): -0.2074